# 1
{"formula": "C17H22F2IrN4", "method": "the ωB97M-V functional and the def2-TZVPD basis", "species": ["Ir", "N", "C", "C", "C", "N", "C", "C", "N", "C", "H", "H", "H", "H", "H", "H", "H", "H", "H", "H", "H", "H", "H", "H", "H", "H", "F", "C", "C", "C", "C", "C", "F", "C", "C", "C", "C", "C", "C", "N", "H", "H", "H", "H", "H", "H"], "positions_angstrom": [[0.0986, -0.1190, -1.1731], [0.6836, 2.1801, 3.4385], [0.8725, 1.7377, 1.9937], [2.2021, 0.9970, 1.8858], [2.6701, 0.7669, 0.4498], [1.9066, -0.3274, -0.2899], [2.6621, 2.0440, -0.3786], [1.3116, 2.7456, -0.3446], [0.3260, 2.0008, -1.2255], [0.8175, 2.9686, 1.0901], [0.7054, 1.3895, 4.0933], [-0.2079, 2.6663, 3.5865], [1.4233, 2.8290, 3.7372], [0.0357, 1.0647, 1.7941], [2.1932, 0.0646, 2.4565], [2.9908, 1.6155, 2.3291], [3.6894, 0.3757, 0.5021], [1.9976, -1.2092, 0.2224], [2.4579, -0.4738, -1.1531], [2.9867, 1.8533, -1.4068], [3.4164, 2.7206, 0.0294], [1.4084, 3.7384, -0.7871], [0.6068, 2.2070, -2.1902], [-0.5616, 2.4996, -1.1514], [-0.1789, 3.4197, 1.0964], [1.4897, 3.7343, 1.4937], [-4.7094, 1.4371, 0.2550], [-3.9700, 0.4205, -0.0311], [-2.5635, 0.6706, -0.1484], [-1.7329, -0.3440, -0.5094], [-2.2641, -1.6839, -0.6909], [-3.6765, -1.8691, -0.4956], [-4.1746, -3.0606, -0.6493], [-4.5320, -0.8394, -0.1818], [-1.3606, -2.6787, -1.1430], [-1.6308, -4.0411, -1.3604], [-0.6321, -4.8776, -1.8563], [0.6055, -4.3360, -2.1290], [0.8246, -2.9620, -1.8926], [-0.1042, -2.1568, -1.4082], [-2.2445, 1.6840, 0.0560], [-5.5971, -1.0143, -0.0644], [-2.6076, -4.4457, -1.1450], [-0.8345, -5.9278, -2.0287], [1.4144, -4.9342, -2.5309], [1.7863, -2.5305, -2.1442]], "atomic_forces_ev_per_a": [[0.08, 0.50, -1.03], [0.04, 0.01, -0.02], [-0.04, 0.01, 0.03], [0.05, -0.02, 0.00], [-0.04, 0.05, -0.05], [-0.01, -0.12, 0.30], [-0.05, 0.00, 0.06], [-0.03, 0.00, -0.07], [-0.04, 0.17, 0.22], [0.03, 0.06, 0.00], [0.00, 0.01, 0.00], [0.01, 0.00, 0.00], [0.00, 0.00, 0.00], [0.00, -0.01, 0.03], [-0.03, -0.02, -0.03], [0.00, -0.03, 0.03], [0.01, 0.02, -0.02], [-0.07, 0.03, 0.05], [0.11, -0.08, 0.10], [-0.02, 0.01, -0.01], [0.01, -0.02, 0.01], [0.07, -0.03, -0.05], [0.04, 0.01, 0.00], [-0.07, -0.12, -0.04], [-0.01, -0.01, -0.03], [-0.03, 0.00, 0.02], [-0.06, -0.05, 0.00], [0.01, -0.10, 0.03], [-0.10, 0.18, -0.01], [0.14, -0.46, 0.49], [-0.10, 0.08, -0.06], [-0.04, 0.01, 0.00], [0.02, 0.02, 0.00], [0.02, 0.07, 0.01], [0.07, 0.08, 0.06], [0.02, -0.02, 0.01], [-0.03, 0.02, 0.03], [0.04, 0.04, -0.02], [-0.05, -0.04, -0.09], [0.00, -0.28, 0.06], [0.02, -0.01, 0.00], [0.00, 0.04, 0.00], [-0.01, 0.01, 0.00], [0.00, 0.00, 0.00], [0.00, 0.00, 0.00], [0.02, -0.02, -0.01]], "mulliken_spin": [0.00, 0.00, 0.00, 0.00, 0.00, 0.00, 0.00, 0.00, 0.00, 0.00, 0.00, 0.00, 0.00, 0.00, 0.00, 0.00, 0.00, 0.00, 0.00, 0.00, 0.00, 0.00, 0.00, 0.00, 0.00, 0.00, 0.05, 0.14, 0.13, -0.01, 0.13, 0.10, 0.02, -0.01, 0.09, 0.09, -0.02, 0.12, 0.10, 0.04, 0.02, 0.00, 0.00, 0.00, 0.00, 0.01], "charge": 4, "total_energy_ev": -32176.735, "relative_energy_ev": 0.197, "multiplicity": 2}

# 2
{"formula": "C17H22F6N8O8RhS4", "method": "the ωB97M-V functional and the def2-TZVPD basis", "species": ["Rh", "F", "C", "F", "F", "S", "O", "O", "N", "S", "O", "O", "C", "F", "F", "F", "N", "C", "C", "C", "C", "N", "C", "N", "N", "C", "O", "O", "H", "H", "H", "H", "H", "H", "H", "H", "H", "H", "H", "H", "H", "H", "N", "C", "C", "C", "C", "C", "C", "S", "O", "O", "N", "C", "S", "C", "C", "N", "H", "H", "H", "H", "H", "H", "H", "H"], "positions_angstrom": [[-0.4886, 0.2803, -0.2238], [-4.2991, 1.8708, 0.8438], [-3.8929, 1.3960, -0.3262], [-2.7302, 1.9762, -0.6523], [-4.7821, 1.7494, -1.2462], [-3.6879, -0.4863, -0.2148], [-2.4337, -0.7547, -0.9037], [-4.8391, -1.0671, -0.7992], [-3.5919, -0.7372, 1.3399], [-2.1982, -0.3789, 1.9486], [-1.1767, -1.3815, 1.7653], [-1.7634, 0.9668, 1.6699], [-2.5137, -0.4293, 3.8022], [-2.9325, -1.6296, 4.1938], [-1.3357, -0.2011, 4.3934], [-3.3764, 0.4736, 4.2226], [1.3549, -1.1448, 0.8134], [2.6104, -0.5458, 0.7258], [3.3463, -0.4267, 2.0584], [4.8620, -0.4282, 1.8793], [5.4380, -1.8022, 1.5139], [5.1191, -2.8205, 2.5070], [4.0733, -3.6400, 2.5019], [3.8552, -4.4259, 3.5644], [3.2427, -3.7270, 1.4694], [2.4821, 1.0666, 0.1659], [3.5438, 1.4991, -0.1906], [1.3398, 1.4930, 0.2545], [0.8652, -1.1508, 1.6964], [1.1608, -1.9067, 0.1681], [3.1948, -0.9984, -0.0777], [3.0316, -1.2498, 2.7071], [3.0540, 0.4967, 2.5596], [5.3287, -0.0740, 2.7975], [5.1203, 0.2775, 1.0884], [6.5268, -1.7331, 1.4670], [5.0833, -2.1203, 0.5339], [5.6577, -2.7637, 3.3600], [4.4350, -4.3868, 4.3854], [3.0549, -5.0356, 3.5980], [3.3404, -3.1668, 0.6354], [2.4885, -4.3929, 1.4686], [-2.2095, -4.4626, -6.3543], [-1.3819, -3.8827, -5.4565], [-0.2161, -3.2266, -5.8902], [0.6462, -2.6634, -4.9783], [0.3510, -2.7381, -3.6243], [-0.8198, -3.3308, -3.1699], [-1.6807, -3.9032, -4.0803], [1.4586, -1.9756, -2.4786], [1.7209, -2.8157, -1.3221], [2.6308, -1.4852, -3.1489], [0.5891, -0.6790, -1.9209], [0.4242, 0.3756, -2.6903], [1.0085, 0.6150, -4.3156], [0.2815, 2.1751, -4.2974], [-0.3214, 2.4271, -3.0962], [-0.2411, 1.4153, -2.2189], [-1.9602, -4.5119, -7.3278], [-2.9929, -5.0044, -6.0377], [-0.0003, -3.1875, -6.9460], [1.5581, -2.1774, -5.2920], [-1.0405, -3.3305, -2.1138], [-2.5917, -4.3789, -3.7468], [0.3423, 2.8191, -5.1518], [-0.8235, 3.3358, -2.8136]], "atomic_forces_ev_per_a": [[1.16, -0.17, 1.06], [0.04, -0.06, -0.11], [-0.39, 0.30, 0.10], [0.04, -0.04, -0.06], [0.07, -0.42, -0.06], [-0.71, 0.37, -0.25], [0.64, 0.15, -0.22], [-0.34, 0.00, 0.20], [0.08, -0.14, -0.14], [-0.61, -0.66, 2.07], [0.06, -0.29, -0.21], [0.40, 0.81, -0.09], [0.06, -0.24, 0.33], [-0.01, 0.00, -0.44], [0.01, 0.09, -0.33], [-0.09, 0.19, -0.41], [-1.55, -0.04, -0.27], [0.54, 2.11, -0.55], [0.19, -0.18, -0.22], [-0.10, -0.15, 0.04], [-0.05, 0.66, -0.12], [-0.09, -0.26, 0.20], [0.22, 0.08, 0.05], [-0.14, -0.15, 0.12], [0.06, -0.03, -0.20], [1.27, -3.60, 0.85], [0.91, 1.16, -0.55], [-2.50, 1.30, -0.19], [0.16, -0.21, -0.03], [0.06, 0.07, 0.64], [0.12, -0.20, 0.13], [0.04, 0.00, 0.17], [-0.06, -0.01, 0.05], [0.15, -0.01, 0.09], [0.04, 0.00, 0.02], [-0.12, -0.13, -0.12], [0.09, -0.09, 0.00], [-0.14, -0.13, -0.04], [0.00, 0.04, -0.10], [0.09, 0.06, 0.00], [-0.01, 0.06, 0.08], [0.04, 0.04, 0.03], [-0.16, -0.09, -0.12], [0.20, 0.19, 0.14], [-0.01, -0.05, 0.14], [0.05, -0.06, -0.13], [0.63, 0.43, 0.66], [-0.16, -0.13, -0.12], [0.10, 0.03, 0.07], [0.73, -1.07, -0.28], [-0.73, 0.17, -0.52], [-0.37, 0.08, -0.31], [-0.35, 0.42, -0.43], [1.05, -0.95, -0.97], [-0.09, 0.91, -0.39], [0.68, -0.99, -0.63], [-0.25, -0.50, 1.23], [-0.76, 1.17, 0.36], [-0.06, -0.02, 0.14], [-0.01, 0.00, -0.09], [0.09, 0.02, -0.13], [0.05, -0.03, -0.11], [-0.14, -0.09, 0.12], [-0.05, -0.01, 0.07], [0.00, 0.18, -0.17], [-0.07, 0.11, -0.01]], "mulliken_spin": [2.54, 0.00, 0.00, 0.00, 0.00, 0.01, 0.04, 0.00, 0.00, -0.02, 0.01, 0.02, 0.00, 0.00, 0.00, 0.00, 0.25, -0.06, 0.03, 0.00, 0.00, 0.00, 0.00, 0.00, 0.00, 0.01, 0.06, 0.09, -0.01, 0.01, 0.01, -0.01, 0.00, 0.00, 0.00, 0.00, 0.00, 0.00, 0.00, 0.00, 0.00, 0.00, 0.01, 0.01, 0.01, 0.00, 0.04, -0.01, -0.01, -0.01, 0.00, 0.02, 0.37, -0.06, 0.06, 0.27, 0.07, 0.22, 0.00, 0.00, 0.00, 0.00, 0.00, 0.00, 0.01, 0.01], "charge": 1, "total_energy_ev": -108932.310, "multiplicity": 5}

# 3
{"formula": "C17H22FN2O2", "method": "the ωB97M-V functional and the def2-TZVPD basis", "species": ["C", "C", "N", "F", "C", "C", "C", "C", "C", "C", "H", "H", "H", "H", "H", "H", "H", "H", "H", "H", "H", "C", "C", "O", "C", "C", "N", "C", "C", "C", "C", "C", "O", "H", "H", "H", "H", "H", "H", "H", "H", "H", "H", "H"], "positions_angstrom": [[1.0790, -2.2039, -1.9763], [0.1473, -2.9798, -1.0954], [-0.3248, -2.3439, -0.0391], [2.4707, 1.7973, -0.2299], [-1.2926, -2.8067, 0.7102], [-1.7831, -1.7677, 1.7155], [-1.7883, -4.1295, 0.5061], [-1.2283, -4.8973, -0.5409], [-1.5997, -6.3088, -0.7928], [-0.2795, -4.2855, -1.3803], [1.4440, -2.8764, -2.7429], [0.5670, -1.3504, -2.4259], [1.9159, -1.7589, -1.4358], [-2.7584, -2.0720, 2.1290], [-1.0564, -1.5949, 2.5427], [-1.8683, -0.7583, 1.2486], [-2.6021, -4.4233, 1.1848], [-1.0886, -6.6611, -1.6805], [-1.3119, -6.9654, 0.0234], [-2.6622, -6.4512, -0.9547], [0.1370, -4.7448, -2.2721], [0.3082, 1.6771, 4.7030], [-0.3681, 1.9065, 3.3863], [0.6627, 1.8460, 2.3361], [0.3639, 2.1410, 1.0589], [1.5156, 2.7303, 0.2243], [1.1419, 3.5098, -1.0239], [-0.0747, 3.5160, -1.6286], [-0.2224, 3.9889, -2.9240], [0.8259, 4.6047, -3.5661], [2.0857, 4.5287, -2.9630], [2.1983, 4.1396, -1.6324], [-0.7870, 2.0159, 0.6382], [-0.5232, 1.5787, 5.4015], [0.9293, 0.7785, 4.7324], [0.9288, 2.5404, 4.9563], [-1.1675, 1.1852, 3.2240], [-0.8349, 2.8840, 3.3176], [2.0800, 3.3596, 0.9406], [-0.9091, 3.1750, -1.0360], [-1.1482, 3.7690, -3.4424], [0.7676, 4.8507, -4.6321], [2.9864, 4.6856, -3.5415], [3.1239, 4.1716, -1.0229]], "atomic_forces_ev_per_a": [[0.10, -0.15, -0.01], [-0.52, -0.78, 0.22], [0.74, 1.57, -0.46], [-1.56, 0.68, 0.53], [-0.39, -0.87, 0.02], [-0.25, -0.05, 0.37], [0.33, 1.37, 0.26], [0.08, 1.05, 0.41], [-0.15, -0.54, -0.21], [0.08, 0.90, 0.37], [0.26, 0.17, -0.34], [-0.19, -0.20, -0.13], [0.01, -0.31, 0.18], [0.37, 0.26, 0.04], [-0.42, -0.53, -0.44], [-0.11, -0.91, -0.02], [0.44, -0.45, -0.58], [0.06, -0.15, -0.17], [0.05, 0.02, 0.21], [-0.26, 0.09, 0.04], [-0.22, -0.38, 0.24], [0.03, 0.33, -0.02], [-0.22, -0.36, -0.58], [1.11, 0.89, -1.54], [-3.48, -1.29, 0.85], [1.61, -0.08, 0.24], [-0.01, 0.80, 0.34], [0.21, -0.17, 0.16], [-0.49, 0.11, 0.46], [1.06, -1.61, -0.80], [0.10, 0.45, 0.83], [0.21, -1.08, -0.12], [2.16, 0.59, 0.22], [0.29, 0.02, 0.37], [-0.26, 0.05, -0.13], [-0.09, -0.17, 0.18], [0.28, -0.25, -0.41], [0.07, 0.24, 0.02], [-0.34, 0.15, -0.69], [0.14, -0.56, -0.14], [-0.14, 0.47, 0.26], [-0.12, 0.21, 0.54], [0.00, 0.66, 0.25], [-0.58, -0.18, -0.83]], "lowdin_charge": [-0.04, -0.33, 0.10, 0.05, -0.32, -0.04, 0.03, -0.25, -0.05, 0.01, 0.07, 0.07, 0.07, 0.07, 0.08, 0.07, 0.12, 0.07, 0.09, 0.08, 0.11, -0.06, -0.19, 0.01, -0.36, -0.10, 0.05, 0.04, 0.00, 0.01, 0.01, 0.03, 0.11, 0.09, 0.09, 0.09, 0.12, 0.13, 0.18, 0.13, 0.13, 0.14, 0.13, 0.16], "charge": 1, "total_energy_ev": -27771.059}

> The highest charge belongs to which entry?

C17H22F2IrN4